# 1
C33H42AsLiS5Sb | ωB97M-V/def2-TZVPD

Summary:
Charge: -1
2S+1: 1
Highest occupied orbital energy, eV: -3.2
HOMO-LUMO gap, eV: 5.45
Total energy, hartree: -5757.26123

Each line ends with the Mulliken charge.
Geometry (Å):
S 4.48 -4.26 -0.26  -0.13
H -1.17 0.06 3.09  0.48
C -2.21 -3.33 2.89  -0.81
H -4.90 -1.30 2.68  0.38
C -1.70 1.53 1.01  -1.50
C 3.18 0.50 2.38  -1.76
S 2.05 -2.78 0.56  -0.63
H 0.29 3.06 3.38  0.23
H -1.39 2.56 3.59  0.47
C -0.24 0.39 2.64  -1.73
C -0.79 -5.76 -1.94  -0.84
H 2.55 0.67 3.25  0.31
C 5.47 -4.04 -1.67  0.09
H -1.63 0.63 0.41  0.10
H 0.49 0.53 3.44  0.38
C 1.16 4.05 -0.32  1.54
C -1.92 0.57 -2.34  -0.79
C 3.21 1.72 1.48  1.57
S 2.41 -1.21 -2.57  -0.51
H -1.63 -6.84 -3.60  0.36
H 0.32 5.01 1.43  0.21
C -2.23 -2.18 0.77  0.84
C 3.25 -3.04 -0.64  0.27
Sb 1.25 1.87 0.36  1.10
H 0.11 -0.41 1.99  0.34
H -4.74 2.09 -3.40  0.39
C -3.39 -2.71 3.26  -0.49
H -2.58 1.46 1.64  0.56
C -3.40 -1.54 1.16  -0.21
S 4.81 -2.88 -2.77  -0.14
H 4.00 0.61 -0.20  0.27
H 4.19 0.30 2.75  0.54
C 1.18 5.11 0.77  -1.52
C 4.25 1.49 0.39  -1.43
C -0.63 2.83 2.85  -1.80
H -1.73 -4.01 3.58  0.42
H -2.62 -2.69 -3.37  0.30
C 3.57 2.95 2.30  -1.70
H -0.16 3.42 -1.91  0.33
Li 1.31 -0.85 -0.59  -0.20
H -1.00 4.09 -0.51  0.33
H 2.39 3.47 -2.01  0.38
H -3.86 -0.80 0.51  0.33
S 6.87 -4.85 -1.93  -0.35
C -1.64 -3.06 1.66  -0.32
H -0.68 -3.51 1.41  0.04
C -2.46 -0.62 -1.83  -0.20
C -2.13 -3.56 -2.94  -0.24
H 2.28 5.22 -1.77  0.49
H -2.78 -4.86 -4.51  0.39
C -3.98 -1.81 2.39  -0.72
C 3.39 -2.41 -1.84  0.03
C -4.10 1.32 -2.99  -0.55
H 4.33 2.33 -0.30  0.25
As -1.20 -1.75 -0.84  1.45
H -2.30 2.45 -3.28  0.41
H 3.29 4.25 -0.70  0.30
C -0.45 1.69 1.86  1.85
H 4.48 2.77 2.88  0.48
C 2.35 4.26 -1.25  -1.98
C -2.21 -4.78 -3.60  -0.73
C -1.39 -3.44 -1.77  0.66
H -0.24 -6.62 -1.57  0.42
H -0.98 3.73 2.35  0.38
C -3.83 -0.83 -1.96  0.00
C -4.64 0.14 -2.52  -0.71
H 2.77 3.22 2.99  0.25
H 2.83 -0.38 1.85  0.32
H -0.85 0.73 -2.24  0.40
H 5.23 1.33 0.83  0.48
C -0.69 -4.54 -1.30  -0.13
H -0.03 -4.44 -0.45  -0.14
H -1.84 2.37 0.34  0.12
H -4.26 -1.76 -1.60  0.58
C -2.73 1.53 -2.91  -0.48
H -3.84 -2.91 4.22  0.37
H -5.71 -0.02 -2.57  0.37
H 2.08 5.06 1.37  0.21
H -0.16 5.16 -1.62  0.52
H 1.13 6.11 0.32  0.49
C -1.56 -5.89 -3.09  -0.43
H 3.77 3.81 1.65  0.29
C -0.12 4.19 -1.14  -1.92

---

# 2
C23H18BrLuN4O2 | ωB97M-V/def2-TZVPD

Summary:
Charge: +2
ΔE to the lowest compared entry with this formula, charge and spin, eV: 1.370
2S+1: 1
Highest occupied orbital energy, eV: -15.0
HOMO-LUMO gap, eV: 8.26
Total energy, hartree: -5065.97924

Each line ends with the Mulliken charge.
Geometry (Å):
C -0.16 1.81 1.29  0.70
C -1.83 0.91 -4.60  -0.89
C 2.53 -2.03 2.00  0.36
H -1.73 0.27 5.40  0.47
C 3.93 -2.16 -0.35  -0.70
C -1.75 0.16 -3.44  1.21
H 0.58 4.30 -1.52  0.40
C -2.23 -1.26 -3.37  -1.59
H -2.42 -1.87 4.34  0.50
H -0.62 3.81 -3.34  0.38
C -0.30 2.42 -0.96  0.44
C 0.80 3.86 0.58  -0.78
Br 1.59 -1.94 3.63  -0.02
H 5.58 -2.86 0.83  0.46
C -0.93 2.77 -3.38  -0.77
H -3.04 -1.35 -2.65  0.35
C -1.42 2.23 -4.56  -0.59
N 1.90 -1.69 0.89  -0.20
C 0.37 3.60 -0.72  -0.78
C -1.52 0.08 4.35  -0.61
C 2.62 -1.76 -0.25  0.47
H 1.35 4.77 0.79  0.47
H -2.62 -1.61 -4.33  0.42
H 0.85 3.17 2.62  0.44
N -0.53 1.56 0.03  -0.33
H -0.61 2.01 4.01  0.42
C -0.88 1.05 3.58  -0.80
H 4.31 -2.73 2.97  0.42
H -1.85 -3.47 2.34  0.45
C 3.85 -2.46 2.03  -0.66
C -0.83 1.96 -2.28  0.99
C -0.65 0.79 2.26  0.71
N -1.25 0.68 -2.31  -0.20
C -1.62 -1.32 2.43  1.01
N -1.00 -0.39 1.70  0.04
C -1.90 -1.11 3.77  -0.73
O 0.71 -2.04 -1.62  -0.62
C 4.55 -2.53 0.84  -0.32
C 1.68 -1.26 -1.29  1.04
H -2.22 0.47 -5.50  0.42
H -1.49 2.85 -5.45  0.47
H -3.07 -2.57 1.45  0.31
H -1.42 -1.94 -3.11  0.37
C 0.53 2.97 1.61  -0.81
H 4.43 -2.18 -1.31  0.49
C -2.01 -2.59 1.73  -1.67
H -1.43 -2.75 0.82  0.36
O 1.53 -0.02 -1.41  -0.50
Lu -0.37 -0.64 -0.57  1.01

---

# 3
C3H3ErFO2 | ωB97M-V/def2-TZVPD

Summary:
Charge: +3
ΔE to the lowest compared entry with this formula, charge and spin, eV: 2.710
2S+1: 4
Highest occupied orbital energy (alpha / beta), eV: -24.1 / -23.9
<S²>: 3.7757
HOMO-LUMO gap (alpha / beta), eV: 7.10 / 5.33
Total energy, hartree: -1379.98423

Each line ends with the Mulliken charge.
Geometry (Å):
H 2.18 1.16 -1.27  0.34
C 1.78 0.39 -0.60  -0.41
Er -1.95 0.93 1.96  2.34
H 1.90 -1.71 -1.33  0.38
O 0.58 0.95 0.01  -0.08
C 1.22 -0.87 -1.25  0.10
F 0.61 -0.65 -2.44  -0.17
O 0.21 -1.17 -0.26  -0.07
H 2.33 0.05 0.43  0.39
C 0.31 -0.19 0.62  0.17

---

> Look up the 2S+1 of the third one.

4